{
  "formula": "C3H14N2O2",
  "method": "wB97M-V/def2-TZVPD",
  "species": ["H", "H", "C", "H", "H", "H", "H", "N", "O", "C", "H", "H", "H", "H", "C", "O", "H", "H", "H", "N", "H"],
  "positions_angstrom": [[-0.970615, 1.423865, -0.724541], [-0.618039, 0.015473, -2.680412], [0.017657, 1.310178, -1.107918], [1.642647, 0.390083, -0.195502], [-0.930447, -0.545872, 0.817893], [0.504142, -2.025536, 1.409524], [-0.129066, 0.807545, 1.523039], [0.900945, -1.114969, 1.585018], [-3.522169, 0.842134, 2.624293], [-0.108973, 0.960302, -2.584199], [-0.642646, 1.762196, -3.072379], [0.851141, -1.000869, 2.593027], [-2.828600, 0.321926, 3.043119], [1.363569, -1.636447, -1.178145], [0.053690, -0.104312, 0.933776], [2.266094, -1.853451, -1.466123], [0.895065, 0.865668, -2.990163], [0.500496, 2.265198, -0.955423], [-3.219637, 1.064495, 1.737155], [0.652062, 0.247182, -0.342939], [2.411718, -2.766937, -1.183402]],
  "forces_ev_per_angstrom": [[-0.96, 0.17, 0.44], [-0.26, -0.27, -0.19], [0.04, -0.65, 0.00], [0.02, -0.02, -0.07], [-0.45, 0.12, -0.65], [0.08, -0.20, -0.15], [0.44, -0.23, 0.53], [-0.23, 0.76, 0.53], [-0.12, 0.04, 0.04], [0.76, 0.39, 0.72], [-0.17, 0.09, -0.45], [0.17, 0.06, -0.10], [0.02, 0.08, -0.21], [0.31, 0.31, 0.00], [0.08, 0.02, -0.05], [-0.12, -0.54, -0.01], [-0.01, -0.05, -0.33], [0.32, 0.40, -0.05], [0.12, -0.12, 0.16], [-0.04, -0.63, -0.05], [0.01, 0.28, -0.10]],
  "charge": 0,
  "relative_energy_kcal_mol": 23.3,
  "homo_energy_ev": -8.99,
  "max_force_ev_per_a": 1.1,
  "e_tot_ev": -10412.7815,
  "gap_ev": 9.51
}

---

{
  "formula": "C3H14N2O2S",
  "method": "wB97M-V/def2-TZVPD",
  "species": ["H", "S", "C", "H", "H", "H", "H", "H", "H", "H", "H", "C", "O", "H", "O", "H", "H", "N", "N", "C", "H", "H"],
  "positions_angstrom": [[-1.742082, 0.172721, -1.797548], [2.319600, -0.078755, -0.873467], [0.016791, -1.503113, 0.361092], [0.603909, -0.824197, 2.302923], [0.033524, -1.068406, -0.659071], [2.107535, 1.144813, 1.156842], [-0.315873, 1.182317, 2.200750], [1.518534, 2.925874, -1.430167], [-1.787516, -1.062386, 1.095617], [2.676221, -0.533803, 1.415763], [1.471360, 3.093143, -0.708049], [0.500318, -0.378977, 1.295221], [-2.263273, -0.625830, -2.091845], [-2.677335, -0.377492, -2.928928], [-0.810751, 1.336944, -1.122929], [-1.811287, -2.251257, -0.068412], [-0.760938, 1.187866, -0.100248], [-0.491156, 0.615378, 1.373189], [-1.331484, -1.900717, 0.750161], [1.965356, 0.103306, 0.859338], [0.679673, -2.352144, 0.394526], [0.098876, 1.194709, -1.424750]],
  "forces_ev_per_angstrom": [[-0.43, -0.51, -0.17], [-0.86, -0.09, 1.41], [-0.69, 0.56, -0.35], [0.68, 0.36, -0.06], [0.12, -0.11, 0.00], [-0.30, -0.22, 0.11], [-0.12, 0.03, 0.12], [0.06, 0.10, 0.10], [-0.42, -0.14, -0.19], [-0.58, 0.19, -0.09], [0.01, 0.08, -0.07], [-3.62, -0.81, 1.21], [0.07, 0.25, -0.17], [0.13, -0.09, 0.29], [0.41, 0.16, 1.02], [-0.24, -0.03, 0.05], [-0.30, 0.16, -1.33], [2.05, -0.72, -0.40], [0.88, 0.26, 0.11], [2.90, 0.68, -1.40], [0.36, -0.26, -0.11], [-0.11, 0.13, -0.05]],
  "charge": 0,
  "relative_energy_kcal_mol": 119.8,
  "homo_energy_ev": -9.12,
  "max_force_ev_per_a": 3.9,
  "e_tot_ev": -21243.1841,
  "gap_ev": 5.27
}

---

{
  "formula": "C3H14N2O2S",
  "method": "wB97M-V/def2-TZVPD",
  "species": ["N", "H", "H", "O", "H", "C", "H", "H", "O", "H", "H", "S", "H", "H", "H", "H", "N", "H", "C", "C", "H", "H"],
  "positions_angstrom": [[-0.281280, 1.514776, 0.598949], [-0.818841, -1.731680, 1.512435], [1.471342, -1.710804, 1.785692], [2.235354, 0.597890, -0.234404], [0.238757, 0.872532, -2.907943], [-0.283480, -0.912770, 1.019958], [1.371708, -1.542510, -2.478015], [-0.579516, 1.590484, -0.370200], [0.901426, -1.196694, -1.711901], [-0.328395, -1.047739, -0.085084], [1.649046, -0.496422, 0.823571], [-2.222295, 0.021023, -1.131363], [-2.763833, -0.634388, 1.070794], [-1.091216, 0.599874, 2.349081], [3.132199, 0.712902, -0.530838], [1.520858, -0.552140, -1.278799], [1.008766, -0.819646, 1.598130], [-3.017760, 1.104870, 0.767310], [-0.998030, 0.454670, 1.267295], [-2.346148, 0.248196, 0.571284], [0.453226, 1.478936, -3.269897], [0.748110, 1.448640, 0.633955]],
  "forces_ev_per_angstrom": [[-0.48, -0.85, 0.57], [-0.27, 0.10, -0.19], [-0.86, -0.19, 0.78], [-0.81, -0.68, 0.00], [-0.01, -0.14, 0.08], [0.76, -1.20, 2.17], [-0.06, 0.03, 0.10], [0.12, 0.04, -0.04], [-0.02, -0.31, -0.33], [-0.26, 0.33, -0.51], [0.42, 1.67, 0.30], [0.72, -0.05, -0.35], [-0.32, 0.22, -0.21], [0.23, 0.10, -0.16], [0.49, 0.26, -0.08], [0.12, 0.46, 0.15], [0.19, -1.12, -2.05], [0.36, -0.04, -0.01], [0.60, 1.78, -1.44], [-1.02, -0.85, 1.28], [0.02, 0.22, -0.13], [0.08, 0.24, 0.07]],
  "charge": 0,
  "relative_energy_kcal_mol": 136.6,
  "homo_energy_ev": -8.77,
  "max_force_ev_per_a": 2.6,
  "e_tot_ev": -21242.4558,
  "gap_ev": 4.71
}

---

{
  "formula": "C3H14N2O5",
  "method": "wB97M-V/def2-TZVPD",
  "species": ["O", "H", "C", "H", "H", "H", "C", "O", "H", "H", "H", "H", "N", "C", "H", "H", "H", "H", "O", "O", "N", "O", "H", "H"],
  "positions_angstrom": [[0.179600, -2.975048, -1.258367], [-0.757756, -3.122679, -1.019784], [0.783355, 1.282648, 1.486820], [-0.895796, 2.648894, 1.761946], [1.737912, -0.127991, -2.380791], [-0.620510, 0.786922, -1.861128], [-0.721782, 0.169011, -0.969781], [2.115642, -1.384740, 0.582581], [0.199664, -2.759915, -2.180871], [-2.080650, -1.151707, -0.146265], [1.132408, 2.061769, 2.081208], [1.493762, -1.279869, 1.352845], [-1.779879, -0.851308, -1.053890], [-1.229427, 1.185532, 0.123229], [1.555630, 0.967362, 0.730785], [0.357688, -0.218843, -0.959899], [-2.544319, -0.521499, -1.610880], [1.431065, -1.802709, -0.100379], [1.914338, 0.360931, -1.754843], [-2.418900, 1.523397, -0.046213], [-0.454635, 1.809679, 1.076294], [0.603820, 0.177250, 2.291651], [-0.070015, 0.374317, 3.002516], [2.553646, -0.000116, -1.186211]],
  "forces_ev_per_angstrom": [[-0.04, -0.68, 1.16], [0.73, 0.50, -0.46], [0.70, -0.09, -0.46], [1.21, -3.36, -2.96], [-2.42, -7.92, -9.95], [-0.72, -0.01, -0.22], [0.77, -0.34, 1.38], [-3.02, -1.32, -1.23], [-0.32, 0.18, -0.68], [-0.28, 0.16, 0.22], [1.58, 1.42, 0.94], [1.04, 0.12, -0.72], [1.41, -0.20, -1.24], [-2.23, 1.68, -1.08], [-1.27, 0.55, 0.37], [-2.29, 0.27, 1.12], [-0.44, 0.19, 0.29], [2.12, 0.87, 1.81], [2.19, 9.14, 8.41], [1.94, -0.39, 0.87], [-1.98, 2.20, 0.44], [-1.09, -1.64, 2.13], [1.12, -0.28, -1.21], [1.28, -1.06, 1.07]],
  "charge": 0,
  "relative_energy_kcal_mol": 43.9,
  "homo_energy_ev": -9.20,
  "max_force_ev_per_a": 12.9,
  "e_tot_ev": -16553.6051,
  "gap_ev": 9.64
}

---

{
  "formula": "C3H14N3O2",
  "method": "wB97M-V/def2-TZVPD",
  "species": ["O", "H", "H", "H", "H", "H", "O", "N", "N", "C", "H", "C", "H", "H", "N", "H", "H", "H", "H", "H", "C", "H"],
  "positions_angstrom": [[-1.398481, 0.951008, -2.397815], [1.780670, 2.762216, -0.876500], [-2.239801, -2.423902, 0.665268], [-0.939723, 1.038280, 1.236994], [0.490608, -1.349730, -1.582362], [-0.762722, -0.747929, 0.926885], [-2.099786, -2.093348, 1.501260], [1.974757, 1.940324, -0.368611], [-0.197343, 1.740561, 0.809095], [0.232259, -1.130540, 0.709834], [2.084148, -0.189409, 1.294001], [0.142333, -1.841052, -0.733562], [-2.245534, 1.259523, -2.787835], [-0.464649, 2.594891, 0.427477], [1.317330, -0.185165, 0.681946], [-0.890510, -2.074693, -0.930223], [2.859858, 1.555411, -0.568847], [-1.874205, -2.890506, 1.975852], [0.661793, -1.990439, 1.295130], [-1.035858, 0.344670, -3.032192], [0.957019, 1.201830, 0.376301], [0.909194, -2.601138, -0.843650]],
  "forces_ev_per_angstrom": [[-1.17, 0.79, 0.13], [-0.57, 0.69, -0.47], [-0.65, -0.87, -3.23], [2.13, 2.55, -1.68], [0.16, 2.46, -1.17], [0.73, -0.08, 0.57], [-0.45, 0.48, 2.93], [-1.93, -0.48, 1.72], [-2.40, -2.17, 2.96], [2.71, -1.81, -2.33], [0.65, -0.78, 1.47], [-0.01, 0.15, 1.79], [0.88, -0.35, 0.35], [-1.00, 1.15, -0.62], [-1.57, 3.55, -1.61], [-0.23, -0.95, -0.25], [0.45, -0.79, 0.04], [0.14, -0.19, 0.62], [-1.38, 0.95, 0.36], [0.27, -0.43, -0.45], [3.81, -2.64, -1.90], [-0.57, -1.22, 0.77]],
  "charge": 0,
  "relative_energy_kcal_mol": 23.8,
  "spin_multiplicity": 2,
  "homo_energy_ev": [-3.78, -8.15],
  "max_force_ev_per_a": 5.0,
  "e_tot_ev": -11899.3710,
  "gap_ev": [4.48, 8.82]
}

---

Which formula does entry 2 have? C3H14N2O2S